Entry 1:
C25H30BrCl4N4O5SiZr | wB97M-V/def2-TZVPD

Calculated values
multiplicity	1
Kohn-Sham gap	6.02	eV
net charge	+1
energy above the lowest of the compared OMol25 structures with the same formula, charge and spin	0.0	kJ/mol

XYZ file:
```
71
Properties=species:S:1:pos:R:3:forces:R:3:lowdin_charge:R:1
Zr 0.145 -0.055 -0.081 -1.54 -3.64 -0.90 1.687
Cl -0.540 -6.681 -1.624 -0.36 0.15 0.01 0.674
C -0.841 -4.981 -1.563 -0.13 0.72 -0.35 -0.682
C -2.144 -4.426 -1.779 0.81 -0.34 -0.11 -0.686
Cl -3.467 -5.476 -2.113 0.04 -0.10 0.11 0.681
C -2.381 -3.039 -1.791 1.97 0.30 0.25 -0.631
Cl -3.923 -2.297 -1.868 -0.13 -0.20 -0.13 0.722
C -1.259 -2.195 -1.613 0.56 -1.36 0.82 -0.359
O -1.318 -0.889 -1.377 0.19 0.99 0.50 -0.286
C 0.045 -2.742 -1.346 -1.59 -1.19 -0.29 -0.371
O 0.909 -1.852 -0.901 0.64 0.91 0.54 -0.293
C 0.280 -4.146 -1.357 -1.67 1.91 -0.17 -0.631
Cl 1.870 -4.660 -0.994 0.16 -0.40 0.05 0.720
O 6.245 -0.037 1.630 -1.30 -0.32 -0.04 0.102
C 4.908 -0.249 1.466 0.47 -0.04 -0.17 -0.245
C 4.310 -1.533 1.366 -0.77 0.82 -0.30 0.050
C 2.962 -1.596 1.057 -0.83 1.58 -0.08 -0.065
N 2.177 -0.462 0.918 1.03 1.18 0.48 -0.094
C 2.751 0.749 1.101 1.16 -1.19 0.15 -0.619
Br 1.651 2.369 0.984 0.58 -1.19 0.08 0.889
C 4.114 0.910 1.335 -0.54 -0.33 -0.11 -0.019
H 6.717 -0.875 1.722 -0.03 0.02 0.00 0.130
H 4.826 -2.476 1.440 0.40 0.09 0.13 0.129
H 2.399 -2.510 0.874 0.35 0.10 0.04 0.100
H 4.545 1.899 1.361 0.16 -0.07 0.18 0.121
N -4.382 5.662 0.884 0.17 0.70 -0.66 0.164
C -4.351 4.747 -0.132 -1.91 0.27 -1.99 -0.455
O -5.165 4.746 -1.083 2.00 -0.04 2.36 0.064
C -3.312 3.684 -0.025 0.45 -0.70 -0.65 -0.105
C -2.572 3.420 1.122 -0.15 -0.40 -0.19 0.017
C -1.684 2.364 1.118 0.70 -0.72 -0.66 -0.127
N -1.484 1.543 0.041 -1.39 1.57 0.32 -0.076
C -2.237 1.799 -1.062 0.46 -0.38 0.24 -0.083
C -3.091 2.880 -1.149 0.01 0.19 0.33 0.042
H -4.966 6.454 0.601 0.20 -0.27 0.48 0.129
H -3.479 5.932 1.277 -0.57 -0.15 -0.05 0.111
H -2.709 3.978 2.030 -0.04 0.11 0.22 0.120
H -1.064 2.145 1.990 -0.35 0.06 -0.20 0.053
H -2.159 1.068 -1.874 0.12 0.37 0.35 0.099
H -3.575 3.109 -2.088 -0.28 -0.12 0.16 0.131
C 1.022 -1.871 4.047 -0.22 0.00 -0.22 -0.191
Si -0.609 -1.027 3.502 -0.24 -0.05 -0.16 0.451
C -0.489 0.797 4.102 -0.08 0.04 0.09 -0.211
C -2.072 -1.759 4.472 0.44 0.53 0.38 -0.193
C -0.902 -1.219 1.628 0.40 0.43 0.33 -0.379
H 1.035 -2.018 5.132 -0.13 -0.03 -0.10 0.029
H 1.914 -1.270 3.826 -0.16 -0.05 -0.14 0.008
H 1.139 -2.861 3.573 -0.02 0.32 0.16 0.031
H -0.144 0.798 5.153 -0.17 -0.05 -0.36 0.037
H -1.482 1.302 4.100 0.62 -0.27 -0.09 0.032
H 0.248 1.414 3.549 -0.35 -0.26 0.17 -0.016
H -1.854 -1.727 5.555 -0.12 0.06 -0.34 0.034
H -2.269 -2.794 4.228 -0.04 -0.28 -0.20 0.022
H -2.994 -1.183 4.300 0.25 -0.14 -0.01 0.032
H -1.989 -1.099 1.414 0.49 -0.08 0.14 0.013
H -0.644 -2.279 1.380 -0.18 0.51 0.10 0.015
C 1.711 0.567 -5.303 0.52 0.37 -0.48 -0.013
N 1.054 0.964 -4.046 -0.03 -0.59 -0.17 -0.097
C -0.291 1.546 -4.138 -0.13 0.44 0.13 0.002
C 1.559 0.629 -2.872 -0.40 0.49 0.68 -0.410
C 2.879 -0.050 -2.760 0.30 -0.06 0.01 0.043
O 0.943 0.937 -1.788 0.74 0.32 -1.36 -0.221
H 1.240 1.091 -6.150 0.14 -0.18 0.51 0.099
H 1.654 -0.506 -5.498 -0.15 0.07 0.18 0.109
H 2.777 0.856 -5.291 -0.58 -0.05 -0.04 0.100
H -0.448 1.874 -5.177 0.03 -0.09 0.55 0.099
H -0.346 2.413 -3.456 -0.09 -0.40 -0.36 0.102
H -1.068 0.816 -3.865 0.35 0.16 -0.07 0.100
H 3.306 -0.282 -3.725 0.08 -0.28 0.04 0.072
H 2.791 -0.948 -2.138 -0.23 0.06 -0.20 0.092
H 3.580 0.610 -2.250 -0.07 0.19 0.09 0.106
```
Forces are in eV/Å.



Entry 2:
C25H30Cl2N8NaS2Se | wB97M-V/def2-TZVPD

Calculated values
multiplicity	1
Kohn-Sham gap	6.19	eV
net charge	-1
energy above the lowest of the compared OMol25 structures with the same formula, charge and spin	0.4	kJ/mol

XYZ file:
```
69
Properties=species:S:1:pos:R:3:forces:R:3:lowdin_charge:R:1
Na 0.427 0.298 0.278 -0.02 0.05 0.08 0.065
N -1.759 2.411 4.044 0.01 0.05 0.02 0.038
C -1.171 2.119 2.836 -0.14 -0.18 -0.07 -0.920
S 0.460 1.585 2.862 0.02 0.02 -0.04 0.517
N -1.992 2.310 1.812 0.13 0.06 0.10 -0.033
N -1.466 1.945 0.626 0.12 -0.02 -0.01 -0.014
C -2.172 2.213 -0.403 -0.14 0.09 0.11 -0.127
C -1.711 1.843 -1.737 -0.02 -0.04 -0.16 -0.264
C -2.415 2.280 -2.862 0.00 -0.03 0.04 -0.037
C -1.956 1.939 -4.121 0.01 0.00 -0.02 -0.082
C -0.804 1.178 -4.232 -0.02 0.01 -0.01 -0.066
C -0.167 0.782 -3.064 -0.01 -0.04 -0.01 -0.138
N -0.609 1.090 -1.849 0.11 0.00 0.01 0.113
H -1.303 2.017 4.849 0.00 0.01 -0.03 0.056
H -2.767 2.414 4.028 0.02 0.01 0.02 0.073
H -3.127 2.732 -0.306 0.01 0.01 0.00 0.109
H -3.308 2.878 -2.732 0.00 0.00 0.00 0.103
H -2.493 2.263 -5.005 0.00 0.00 0.00 0.099
H -0.405 0.877 -5.192 0.00 -0.01 0.01 0.098
H 0.726 0.170 -3.102 0.00 0.02 0.00 0.042
C 4.750 -1.368 -0.934 0.08 -0.01 0.09 -0.016
C 3.553 -0.501 -1.144 -0.27 0.03 -0.07 -0.268
N 2.403 -0.905 -1.521 0.28 0.01 -0.05 0.106
N 2.293 -2.315 -1.615 -0.04 0.17 0.00 -0.048
C 1.534 -2.799 -2.645 -0.08 -0.04 -0.17 -0.947
N 0.733 -3.824 -2.277 0.19 0.20 0.04 0.082
S 1.671 -2.207 -4.200 -0.04 -0.13 0.06 0.546
C 3.637 0.968 -0.876 0.01 -0.07 0.01 -0.230
C 4.757 1.711 -1.224 0.07 0.03 -0.02 -0.017
C 4.766 3.069 -0.949 0.03 0.01 -0.01 -0.068
C 3.673 3.634 -0.317 -0.03 0.00 0.00 -0.054
C 2.599 2.813 0.003 0.01 -0.02 0.01 -0.113
N 2.578 1.515 -0.278 -0.10 -0.01 0.06 0.115
H 4.690 -2.249 -1.569 -0.01 0.00 0.00 0.082
H 5.673 -0.824 -1.131 -0.01 0.00 0.02 0.069
H 4.772 -1.693 0.110 0.03 -0.01 -0.04 0.050
H 2.020 -2.679 -0.706 -0.10 -0.02 0.16 0.039
H 0.339 -3.740 -1.330 -0.02 -0.19 -0.06 -0.017
H 0.148 -4.192 -3.007 -0.03 0.01 0.01 0.082
H 5.602 1.246 -1.714 -0.03 -0.01 0.01 0.106
H 5.623 3.672 -1.223 -0.01 0.01 0.01 0.103
H 3.646 4.686 -0.066 0.00 0.00 0.00 0.102
H 1.730 3.194 0.530 -0.01 -0.02 -0.01 0.092
C -5.273 0.520 1.469 0.00 -0.03 0.06 -0.061
C -4.044 -0.340 1.362 -0.04 -0.06 -0.08 -0.295
C -3.302 -0.680 2.479 0.05 -0.03 0.03 -0.040
C -2.118 -1.406 2.390 -0.09 0.01 0.01 -0.311
C -1.362 -1.724 3.649 -0.03 0.09 0.00 -0.104
C -1.659 -1.817 1.129 0.10 0.00 0.02 -0.561
Se 0.041 -2.691 0.981 0.05 -0.14 -0.01 0.669
C -2.447 -1.559 -0.005 -0.04 0.00 -0.01 -0.311
C -2.060 -2.089 -1.356 -0.02 0.04 0.02 -0.091
C -3.612 -0.813 0.129 -0.06 0.01 0.03 -0.039
H -5.408 0.879 2.490 0.01 0.01 0.00 0.067
H -6.178 -0.025 1.186 0.01 0.02 -0.05 0.071
H -5.182 1.395 0.822 -0.04 0.03 -0.01 0.064
H -3.634 -0.350 3.460 0.00 0.03 -0.01 0.106
H -1.965 -1.476 4.527 0.01 -0.01 -0.02 0.070
H -0.444 -1.136 3.695 0.05 0.01 0.00 0.030
H -1.086 -2.778 3.684 0.02 -0.03 0.00 0.054
H -1.093 -1.703 -1.679 0.02 0.03 -0.03 0.044
H -2.809 -1.823 -2.104 0.01 0.02 -0.02 0.076
H -1.965 -3.178 -1.324 -0.03 0.02 0.01 0.065
H -4.193 -0.583 -0.760 0.02 -0.01 0.00 0.114
Cl 3.512 -3.265 2.364 0.07 -0.12 -0.04 0.491
C 2.807 -1.836 3.137 -0.11 0.04 -0.05 -1.013
Cl 3.575 -0.350 2.562 0.03 0.05 0.00 0.523
H 2.963 -1.917 4.204 0.02 0.03 0.05 0.025
H 1.755 -1.812 2.860 0.00 0.03 -0.02 -0.074
```
Forces are in eV/Å.



Entry 3:
C25H30CrN5 | wB97M-V/def2-TZVPD

Calculated values
multiplicity	4
Kohn-Sham gap (spin up / spin down)	5.63 / 5.44	eV
expectation value of S²	3.819
net charge	+2

XYZ file:
```
61
Properties=species:S:1:pos:R:3:forces:R:3:lowdin_charge:R:1
Cr -0.293 -0.417 -0.497 -2.73 -0.35 -0.40 0.811
C 2.149 2.777 -1.835 0.09 0.04 0.04 0.033
C 1.539 1.555 -1.247 -0.55 0.24 -0.21 -0.199
N 0.293 1.236 -1.376 0.99 0.88 -0.42 -0.006
C -0.607 1.987 -2.235 -0.34 0.01 -0.11 -0.141
C -2.053 1.633 -1.884 0.14 0.14 0.01 -0.131
N -2.234 0.210 -1.490 0.09 -0.01 -0.01 -0.095
C -2.647 -0.714 -2.568 0.21 -0.07 -0.15 -0.152
C -1.431 -1.284 -3.277 -0.22 0.08 0.06 -0.164
N -0.527 -1.879 -2.274 0.28 0.22 0.02 -0.084
C -0.945 -3.215 -1.759 -0.08 0.00 0.27 -0.120
C -1.118 -3.181 -0.221 -0.22 -0.07 -0.24 -0.127
N -0.095 -2.258 0.226 0.48 -0.91 0.49 -0.030
C 1.063 -2.633 0.642 -0.54 -0.17 0.02 -0.196
C 1.413 -4.010 1.092 0.02 -0.04 0.03 0.033
C 2.075 -1.558 0.517 0.13 0.47 -0.05 -0.147
C 3.408 -1.570 0.893 -0.03 -0.04 0.05 0.062
C 4.193 -0.467 0.578 -0.04 -0.01 -0.01 0.028
C 3.656 0.603 -0.127 -0.06 0.11 -0.07 0.054
C 2.316 0.559 -0.482 0.23 -0.46 0.21 -0.178
N 1.566 -0.501 -0.137 1.77 -0.01 0.28 0.011
H 1.973 2.825 -2.911 -0.01 -0.04 0.00 0.112
H 3.218 2.828 -1.660 0.00 0.01 -0.02 0.086
H 1.689 3.664 -1.391 0.00 -0.01 0.01 0.120
H -0.382 1.723 -3.274 0.05 0.02 0.02 0.135
H -0.468 3.065 -2.140 0.03 -0.01 0.01 0.137
H -2.701 1.895 -2.723 -0.05 -0.01 0.04 0.136
H -2.353 2.237 -1.028 -0.01 -0.06 0.04 0.137
H -2.998 0.231 -0.825 0.12 -0.07 0.22 0.102
H -3.314 -0.233 -3.287 -0.02 0.01 0.03 0.138
H -3.199 -1.533 -2.103 -0.07 0.05 0.02 0.129
H -0.890 -0.490 -3.792 0.05 -0.04 -0.02 0.121
H -1.745 -2.013 -4.029 0.03 0.00 0.00 0.138
H 0.389 -1.971 -2.697 -0.02 -0.10 -0.06 0.132
H -0.183 -3.952 -2.013 0.00 0.02 -0.06 0.133
H -1.879 -3.532 -2.224 0.03 -0.01 -0.08 0.132
H -1.038 -4.183 0.198 0.01 0.02 0.03 0.129
H -2.095 -2.773 0.042 0.04 -0.01 0.07 0.118
H 0.631 -4.409 1.737 0.01 0.01 0.00 0.109
H 2.347 -4.021 1.646 0.00 -0.01 0.00 0.089
H 1.522 -4.687 0.241 0.02 0.03 -0.02 0.115
H 3.839 -2.411 1.418 -0.04 -0.01 0.02 0.131
H 5.232 -0.444 0.877 0.00 -0.01 -0.01 0.137
H 4.273 1.454 -0.376 -0.01 -0.01 -0.03 0.131
C 0.765 3.233 3.900 -0.18 0.10 0.04 -0.058
C 1.585 2.390 3.133 0.08 -0.15 -0.17 -0.062
C 1.038 1.462 2.286 0.06 0.14 0.04 -0.047
C -0.363 1.294 2.157 -0.24 0.23 0.14 -0.161
C -0.986 0.346 1.278 0.18 0.08 0.03 -0.130
C -2.326 0.082 1.488 0.30 -0.19 -0.11 -0.146
C -3.125 0.818 2.383 -0.08 0.15 0.16 -0.063
C -2.571 1.850 3.085 -0.18 -0.11 -0.08 -0.014
C -1.182 2.094 3.016 0.16 -0.19 -0.12 -0.157
C -0.591 3.077 3.843 0.13 0.06 0.07 -0.013
H 1.206 3.975 4.551 -0.01 -0.01 0.00 0.115
H 2.661 2.462 3.229 -0.01 0.00 0.00 0.109
H 1.702 0.792 1.767 0.00 0.02 0.06 0.074
H -2.808 -0.745 0.969 -0.06 0.07 -0.12 0.084
H -4.174 0.579 2.491 0.01 -0.01 0.01 0.114
H -3.183 2.461 3.738 0.02 0.00 0.01 0.125
H -1.237 3.688 4.463 -0.01 -0.02 0.00 0.123
```
Forces are in eV/Å.



Entry 4:
C25H30CrN7O | wB97M-V/def2-TZVPD

Calculated values
multiplicity	4
Kohn-Sham gap (spin up / spin down)	7.70 / 7.36	eV
expectation value of S²	3.773
net charge	+2

XYZ file:
```
64
Properties=species:S:1:pos:R:3:forces:R:3:lowdin_charge:R:1
Cr 0.480 -0.421 0.336 0.23 1.04 -0.99 0.930
C 3.289 -0.823 -0.841 -0.06 0.03 -0.04 -0.130
C 3.113 -1.634 0.428 -0.05 0.08 0.04 -0.150
N 2.243 -0.857 1.356 0.04 -0.37 0.13 -0.102
C 1.967 -1.576 2.634 -0.02 0.04 -0.06 -0.071
C 0.491 -1.619 2.933 -0.04 0.05 -0.20 -0.200
C -0.018 -2.051 4.137 -0.01 -0.06 0.09 0.027
C -1.395 -2.146 4.284 -0.02 0.00 0.02 0.017
C -2.228 -1.808 3.228 -0.06 -0.03 0.03 0.030
C -1.659 -1.353 2.057 0.15 0.07 -0.08 -0.202
C -2.454 -0.872 0.877 0.06 0.01 -0.04 -0.070
N -1.561 -0.577 -0.267 -0.19 -0.37 0.29 -0.079
C -1.261 -1.699 -1.168 0.02 0.12 0.05 -0.119
C 1.150 -1.125 -2.135 0.03 0.17 0.12 -0.250
N 1.985 -0.273 -1.270 0.25 -0.40 -0.01 -0.057
N -0.326 -1.260 1.923 -0.14 -0.39 0.63 0.048
H 3.774 -1.423 -1.614 -0.02 -0.01 -0.03 0.140
H 3.937 0.030 -0.635 0.03 0.01 -0.03 0.141
H 4.082 -1.857 0.877 0.01 0.00 0.05 0.144
H 2.611 -2.582 0.227 -0.03 0.00 0.01 0.124
H 2.697 0.028 1.574 -0.07 0.06 -0.05 0.150
H 2.512 -1.123 3.460 0.01 0.04 0.01 0.151
H 2.328 -2.602 2.543 0.03 -0.02 0.01 0.145
H 0.650 -2.321 4.945 -0.03 0.01 -0.01 0.139
H -1.818 -2.484 5.221 0.01 0.00 -0.02 0.135
H -3.304 -1.880 3.316 0.02 0.00 0.02 0.139
H -2.951 0.060 1.151 -0.02 0.02 -0.01 0.156
H -3.235 -1.589 0.611 -0.01 -0.02 -0.01 0.146
H -1.956 0.197 -0.784 0.17 0.12 0.03 0.126
H -1.697 -1.556 -2.151 0.00 0.04 -0.03 0.138
H -1.674 -2.607 -0.739 -0.01 -0.05 0.02 0.146
H 1.224 0.059 -3.862 0.00 0.03 -0.02 0.177
H 1.798 -1.847 -2.624 0.00 -0.12 0.01 0.157
H 2.118 0.631 -1.701 -0.13 0.09 0.16 0.141
C -1.164 1.682 -3.641 0.06 0.00 0.00 0.011
C -0.334 0.864 -2.705 0.03 0.09 -0.25 -0.270
N -0.090 1.142 -1.484 -0.02 -0.25 0.09 -0.041
N -0.554 2.297 -0.894 0.04 -0.17 0.12 0.108
C -0.208 2.323 0.368 0.01 -0.04 0.08 -0.362
O 0.381 1.327 1.025 -0.11 0.09 -0.24 -0.157
C -0.476 3.543 1.150 0.00 -0.05 0.08 -0.161
C -0.938 4.699 0.520 -0.01 -0.02 -0.01 -0.018
C -1.174 5.840 1.266 0.00 0.01 -0.01 -0.054
C -0.950 5.837 2.637 0.00 0.00 0.00 -0.053
C -0.491 4.688 3.268 -0.01 0.02 0.00 -0.061
C -0.253 3.544 2.526 -0.02 -0.01 0.02 -0.026
C 0.429 -0.362 -3.226 -0.07 0.03 -0.02 -0.178
C -0.306 -1.324 -4.131 0.00 0.04 0.02 -0.034
C -0.388 -2.658 -4.041 0.04 -0.06 0.09 -0.046
C 0.059 -3.601 -2.988 -0.05 0.00 -0.17 -0.035
C 0.331 -3.333 -1.715 0.05 0.10 0.12 -0.092
N 0.231 -1.954 -1.241 -0.13 0.05 -0.05 -0.087
H -1.451 2.617 -3.167 0.00 -0.02 0.00 0.080
H -2.069 1.139 -3.929 0.02 -0.01 0.01 0.098
H -0.617 1.899 -4.561 0.01 -0.03 0.02 0.103
H -1.103 4.691 -0.548 0.00 0.03 0.01 0.110
H -1.529 6.738 0.777 0.01 -0.01 0.01 0.114
H -1.132 6.733 3.215 0.00 -0.01 -0.01 0.115
H -0.317 4.689 4.336 0.00 0.00 -0.02 0.111
H 0.107 2.645 3.009 0.00 0.02 0.00 0.107
H -0.751 -0.864 -5.007 0.01 -0.03 0.01 0.126
H -0.880 -3.153 -4.872 0.01 -0.01 0.02 0.120
H 0.120 -4.640 -3.291 0.00 0.02 -0.01 0.125
H 0.605 -4.089 -0.990 -0.03 0.02 0.00 0.129
```
Forces are in eV/Å.



Which value of multiplicity does entry 3 give?
4